(1)
{"formula": "C37H29ClCoN3O2Si", "method": "ωB97M-V with the def2-TZVPD basis set", "e_homo_ev": [-4.06, -4.26], "spin_multiplicity": 2, "s_squared": 0.78, "total_charge": -1, "symbols": ["Co", "O", "C", "C", "C", "C", "C", "C", "C", "N", "N", "C", "O", "C", "C", "C", "C", "C", "C", "H", "H", "H", "H", "H", "H", "H", "H", "H", "H", "Cl", "C", "C", "C", "C", "N", "C", "H", "H", "H", "H", "C", "C", "C", "C", "C", "C", "Si", "C", "C", "C", "C", "C", "C", "C", "C", "C", "C", "C", "C", "H", "H", "H", "H", "H", "H", "H", "H", "H", "H", "H", "H", "H", "H", "H"], "xyz": [[-0.4671, 0.8626, -0.5949], [-2.3133, 0.9287, -0.4567], [-2.9900, 1.3904, 0.5535], [-4.4045, 1.3157, 0.4921], [-5.2069, 1.7979, 1.4975], [-4.6486, 2.3945, 2.6341], [-3.2787, 2.4900, 2.7168], [-2.4239, 2.0079, 1.7145], [-0.9953, 2.1688, 1.9381], [-0.1184, 1.6570, 1.1750], [1.2229, 1.8446, 1.4695], [1.9252, 1.3869, 0.4586], [1.4456, 0.9338, -0.6389], [3.4115, 1.3705, 0.5994], [4.1889, 0.9500, -0.4730], [5.5714, 0.8961, -0.3585], [6.1868, 1.2587, 0.8317], [5.4115, 1.6725, 1.9082], [4.0302, 1.7266, 1.7939], [-4.8328, 0.8551, -0.3901], [-6.2839, 1.7127, 1.4047], [-5.2760, 2.7709, 3.4317], [-2.8261, 2.9525, 3.5892], [-0.6624, 2.7401, 2.8089], [3.6886, 0.6385, -1.3808], [6.1662, 0.5561, -1.1976], [7.2651, 1.2105, 0.9251], [5.8854, 1.9456, 2.8440], [3.4119, 2.0408, 2.6244], [-3.1130, 5.7369, -0.2742], [-1.5993, 4.9875, -0.6822], [-0.4087, 5.6610, -0.4973], [0.7601, 5.0098, -0.8502], [0.6875, 3.7147, -1.3384], [-0.4622, 3.0592, -1.4806], [-1.5898, 3.6934, -1.1752], [-0.3997, 6.6609, -0.0840], [1.7215, 5.4888, -0.7248], [1.5807, 3.1584, -1.5955], [-2.5103, 3.1381, -1.3040], [4.1645, -2.6629, -1.3450], [3.5901, -2.7762, -0.0872], [2.2429, -2.4766, 0.0963], [1.4366, -2.0481, -0.9619], [2.0429, -1.9330, -2.2179], [3.3823, -2.2419, -2.4151], [-0.3477, -1.4318, -0.6846], [-0.8843, -2.3245, 0.9215], [-1.2437, -1.6155, 2.0679], [-1.6250, -2.2665, 3.2387], [-1.6502, -3.6525, 3.2865], [-1.2995, -4.3823, 2.1552], [-0.9266, -3.7226, 0.9923], [-1.3957, -2.3660, -1.9836], [-0.9486, -3.4993, -2.6737], [-1.7701, -4.1783, -3.5686], [-3.0665, -3.7364, -3.7956], [-3.5303, -2.6106, -3.1255], [-2.7030, -1.9355, -2.2370], [5.2140, -2.8917, -1.4901], [4.1928, -3.0949, 0.7560], [1.8127, -2.5696, 1.0884], [1.4532, -1.5838, -3.0615], [3.8222, -2.1460, -3.4019], [-1.2266, -0.5320, 2.0464], [-1.9036, -1.6873, 4.1120], [-1.9448, -4.1639, 4.1958], [-1.3207, -5.4663, 2.1811], [-0.6640, -4.3075, 0.1156], [0.0622, -3.8590, -2.5098], [-1.3977, -5.0548, -4.0876], [-3.7094, -4.2627, -4.4917], [-4.5401, -2.2565, -3.3010], [-3.0685, -1.0481, -1.7283]]}

---

(2)
{"formula": "C37H30BrN4O2PRh", "method": "ωB97M-V with the def2-TZVPD basis set", "e_homo_ev": -10.58, "total_charge": 1, "symbols": ["Rh", "O", "C", "C", "C", "C", "C", "C", "C", "O", "N", "N", "C", "C", "C", "C", "C", "C", "N", "H", "H", "H", "H", "H", "H", "H", "H", "H", "H", "N", "C", "C", "C", "C", "C", "C", "P", "C", "C", "C", "C", "C", "C", "C", "C", "C", "C", "C", "C", "H", "H", "H", "H", "H", "H", "H", "H", "H", "H", "H", "H", "H", "H", "H", "H", "Br", "C", "C", "C", "C", "C", "C", "H", "H", "H", "H"], "xyz": [[0.8807, 0.6169, 0.8082], [-4.6211, 0.1260, 1.3420], [-4.1733, -1.0591, 1.8098], [-5.0763, -2.0580, 2.1715], [-4.6379, -3.2844, 2.6290], [-3.2764, -3.5363, 2.7540], [-2.3774, -2.5533, 2.4025], [-2.7938, -1.3098, 1.9141], [-1.7441, -0.3737, 1.4776], [-0.5443, -0.7817, 1.4860], [-2.0596, 0.8467, 1.0608], [-0.9990, 1.5392, 0.7000], [-1.0110, 2.7884, 0.4387], [0.2586, 3.4063, 0.1561], [0.4113, 4.7714, -0.0481], [1.6747, 5.2976, -0.2368], [2.7677, 4.4430, -0.2209], [2.5403, 3.0975, -0.0193], [1.3144, 2.5907, 0.1546], [-5.5846, 0.1292, 1.3578], [-6.1391, -1.8591, 2.0794], [-5.3610, -4.0468, 2.8892], [-2.9286, -4.4957, 3.1118], [-1.3139, -2.7266, 2.4839], [-1.9356, 3.3510, 0.4888], [-0.4698, 5.3993, -0.0299], [1.8128, 6.3590, -0.3959], [3.7716, 4.8120, -0.3713], [3.3594, 2.3918, -0.0183], [2.2270, -1.3421, 0.7462], [2.9251, -1.4471, -0.5072], [4.2505, -1.8419, -0.5523], [4.9193, -1.8757, -1.7686], [4.2636, -1.5202, -2.9358], [2.9374, -1.1101, -2.8858], [2.2550, -1.0774, -1.6745], [0.6289, -0.2962, -1.4314], [-0.6000, -1.6429, -1.3606], [-0.2616, -2.9738, -1.1501], [-1.2587, -3.9375, -1.0456], [-2.5921, -3.5750, -1.1506], [-2.9337, -2.2465, -1.3771], [-1.9437, -1.2825, -1.4768], [0.2272, 0.4275, -3.0508], [0.3476, 1.7994, -3.2540], [0.0826, 2.3461, -4.5031], [-0.3036, 1.5254, -5.5505], [-0.4334, 0.1550, -5.3517], [-0.1718, -0.3949, -4.1068], [2.8304, -1.5599, 1.5295], [1.3925, -1.9255, 0.7840], [4.7681, -2.1140, 0.3610], [5.9586, -2.1760, -1.7997], [4.7872, -1.5383, -3.8823], [2.4400, -0.8000, -3.7950], [0.7808, -3.2720, -1.0982], [-0.9912, -4.9737, -0.8827], [-3.3664, -4.3256, -1.0577], [-3.9740, -1.9582, -1.4650], [-2.2135, -0.2478, -1.6584], [0.6499, 2.4399, -2.4331], [0.1777, 3.4134, -4.6578], [-0.4985, 1.9492, -6.5272], [-0.7412, -0.4867, -6.1672], [-0.2730, -1.4622, -3.9561], [0.7383, 1.8369, 7.3478], [0.9754, 1.5644, 5.4909], [0.9893, 2.6473, 4.6331], [1.1202, 2.4378, 3.2639], [1.2333, 1.1551, 2.7389], [1.2791, 0.0857, 3.6360], [1.1327, 0.2784, 5.0039], [0.8819, 3.6506, 5.0246], [1.1173, 3.3101, 2.6197], [1.3769, -0.9329, 3.2799], [1.1178, -0.5674, 5.6788]]}

---

(3)
{"formula": "C37H30Co2NO7P", "method": "ωB97M-V with the def2-TZVPD basis set", "e_above_lowest_kj_mol": 294.8, "e_homo_ev": -5.97, "symbols": ["O", "C", "Co", "C", "O", "C", "O", "C", "C", "C", "C", "C", "C", "C", "C", "C", "Co", "C", "O", "C", "O", "P", "C", "C", "C", "C", "C", "C", "C", "C", "C", "C", "C", "C", "C", "C", "C", "C", "C", "C", "H", "H", "H", "H", "H", "H", "H", "H", "H", "H", "H", "H", "H", "H", "H", "H", "H", "H", "H", "H", "H", "H", "O", "C", "C", "C", "C", "C", "N", "O", "H", "H", "H", "H", "H", "H", "H", "H"], "xyz": [[3.2107, 2.6168, 3.1271], [2.4681, 2.9619, 2.3181], [1.2452, 3.4722, 1.1387], [0.5722, 5.0667, 1.3533], [0.1090, 6.1453, 1.4717], [2.5037, 4.2423, 0.1449], [3.3391, 4.7311, -0.4976], [0.6479, 2.1385, -0.2848], [1.2637, 0.8806, -0.3481], [2.3772, 0.2428, -1.0433], [3.2180, -0.7754, -0.2067], [4.6027, -0.8188, -0.3726], [5.2830, -1.8731, 0.2484], [4.5855, -2.8183, 1.0705], [3.1971, -2.6956, 1.2690], [2.4909, -1.6789, 0.6103], [0.3364, 1.1073, 1.2031], [1.1350, 0.2393, 2.4399], [1.5996, -0.2585, 3.3903], [-0.3017, 2.4103, 2.2419], [-0.9597, 2.8524, 3.1384], [-1.4852, -0.0044, 1.1930], [-1.7961, -1.0904, 2.6400], [-2.1971, -2.4309, 2.5119], [-2.3591, -3.2260, 3.6506], [-2.2045, -2.6675, 4.9223], [-1.8844, -1.3118, 5.0581], [-1.6651, -0.5283, 3.9216], [-3.0236, 1.0031, 1.1178], [-4.2443, 0.4790, 1.5728], [-5.4160, 1.2328, 1.4506], [-5.3703, 2.5125, 0.8861], [-4.1540, 3.0440, 0.4439], [-2.9810, 2.2921, 0.5629], [-1.6283, -1.1153, -0.2517], [-2.2952, -0.6802, -1.4038], [-2.2230, -1.4273, -2.5807], [-1.4383, -2.5816, -2.6139], [-0.7691, -3.0243, -1.4782], [-0.8966, -2.3296, -0.2665], [0.1997, 2.6637, -1.1118], [2.9309, 0.9521, -1.6719], [5.0974, -0.0943, -1.0282], [6.3407, -1.9091, 0.1112], [5.1471, -3.5241, 1.6375], [2.6383, -3.3250, 1.9525], [1.3720, -1.6605, 0.6236], [-2.3793, -2.8639, 1.5289], [-2.6165, -4.2795, 3.5272], [-2.3443, -3.2873, 5.8099], [-1.8012, -0.8575, 6.0472], [-1.4192, 0.5338, 4.0334], [-4.2707, -0.5143, 2.0234], [-6.3625, 0.8090, 1.7947], [-6.2866, 3.0988, 0.7869], [-4.1056, 4.0413, 0.0023], [-2.0332, 2.7070, 0.2087], [-2.8829, 0.2470, -1.3660], [-2.7744, -1.0893, -3.4736], [-1.3500, -3.1417, -3.5649], [-0.1462, -3.9364, -1.4885], [-0.4892, -2.7454, 0.6596], [-0.3335, 3.1906, -4.7572], [-1.0818, 2.9815, -3.8725], [0.9596, 0.2340, -3.2495], [1.1253, -0.1256, -4.6611], [2.6395, -0.8142, -4.6366], [3.0379, -0.9461, -3.1995], [1.8660, -0.4069, -2.4055], [-1.8406, 2.7751, -2.9890], [0.1761, 0.8444, -2.7659], [0.4074, -0.9429, -4.9503], [1.1204, 0.6914, -5.4457], [2.6158, -1.8471, -5.0560], [3.3442, -0.1750, -5.2241], [3.2358, -1.9271, -2.7899], [3.8755, -0.2970, -3.0058], [1.4957, -1.3944, -1.7825]]}